The following is a DFT calculation (ωB97M-V with the def2-TZVPD basis set) of a molecular structure, C25H48AlBrClO2P2 in a non-equilibrium geometry.

F_max ... 3.18 eV Å⁻¹
E_tot ... -5091.23341 hartree
Total charge ... -1

Element x y z (Å)
Al -0.3446 0.0478 -0.1250
P -0.8811 1.0878 2.2418
C -1.9901 2.5380 2.5184
C -1.7422 -0.2789 3.2701
C 0.6789 1.5703 3.1115
C -2.9958 2.7174 1.3735
H -1.2725 3.3736 2.4698
C -2.6870 2.5657 3.8851
H -3.5579 1.8969 3.9148
H -3.0545 3.5856 4.0547
H -2.0123 2.3239 4.7139
H -2.5078 3.1188 0.4784
H -3.7750 3.4285 1.6887
H -3.4704 1.7647 1.0940
H 0.9581 2.5052 2.5958
C 1.7831 0.5225 2.8829
C 0.5052 1.9268 4.5960
H -0.0198 2.8804 4.7356
H 1.5022 2.0613 5.0390
H -0.0182 1.1306 5.1483
H 1.5600 -0.2263 2.1012
H 1.9894 0.0055 3.8287
H 2.7243 1.0027 2.5885
C -3.1107 -0.6646 2.6774
H -1.8850 0.1420 4.2799
C -0.8013 -1.4853 3.3726
H -3.8875 0.1009 2.8119
H -3.5061 -1.5592 3.1810
H -2.9682 -0.8932 1.6102
H -0.3607 -1.7374 2.3943
H -1.3490 -2.3699 3.7317
H 0.0095 -1.3071 4.0963
Cl -1.9860 -1.3457 -0.7195
H -1.1271 1.3983 -0.5232
H -0.2672 1.7834 0.5078
P 0.2752 0.6778 -2.8148
C 1.7251 1.8066 -3.0273
C 0.5298 -0.8026 -3.9185
C -1.1731 1.6207 -3.4830
C 2.6980 1.7361 -1.8340
H 1.2483 2.8025 -2.9964
C 2.4155 1.5712 -4.3677
H 3.0139 0.6477 -4.3416
H 3.0831 2.4201 -4.5668
H 1.6910 1.5100 -5.1902
H 2.3247 2.3029 -0.9678
H 3.6511 2.1999 -2.1363
H 2.9367 0.7091 -1.5146
H -1.0819 2.5599 -2.9136
C -2.5557 1.0327 -3.1365
C -0.9788 1.8807 -4.9753
H -0.1740 2.6054 -5.1422
H -1.9076 2.3149 -5.3661
H -0.7652 0.9514 -5.5267
H -2.5116 0.3097 -2.3080
H -3.0293 0.5796 -4.0175
H -3.2206 1.8490 -2.8175
C 1.7305 -1.6467 -3.4528
H 0.7254 -0.4512 -4.9492
C -0.7980 -1.5637 -3.8519
H 2.7180 -1.1645 -3.4821
H 1.7969 -2.4942 -4.1944
H 1.5684 -1.9598 -2.3892
H -1.0862 -1.6086 -2.7781
H -0.7159 -2.5936 -4.2475
H -1.5976 -1.0393 -4.4057
Br 0.2614 -3.8935 -1.4364
C 1.3585 -4.1137 0.0832
C 1.2912 -5.3211 0.7766
C 1.9244 -5.4381 2.0098
C 2.5672 -4.3663 2.6165
C 2.6452 -3.1459 1.9432
C 2.1532 -3.0445 0.6367
C 2.2178 -1.6483 0.1468
O 3.2804 -1.0920 -0.1642
O 0.9711 -1.1466 -0.0103
H 0.7226 -6.1368 0.3371
H 1.9517 -6.3978 2.4773
H 2.9834 -4.4086 3.6220
H 3.0024 -2.2221 2.4491

Atomic forces in eV per Å
-1.377 2.068 0.054
-0.117 -2.422 -1.902
0.307 0.251 -0.375
0.187 0.811 1.461
-0.269 0.260 0.298
-0.156 0.031 -0.080
-0.268 -0.088 0.087
-0.035 0.149 0.040
0.293 0.091 0.026
-0.049 -0.092 0.001
-0.308 -0.027 -0.210
-0.034 -0.230 0.146
0.079 -0.116 -0.098
0.111 0.344 0.109
-0.168 -0.488 -0.025
0.382 -0.061 0.054
0.414 -0.085 0.094
0.013 -0.299 -0.077
-0.145 -0.083 0.080
0.157 0.239 -0.048
-0.077 0.495 0.497
-0.093 -0.146 -0.193
-0.154 -0.014 0.023
0.365 -0.011 -0.057
-0.173 -0.461 0.089
-0.135 -0.070 0.153
0.352 -0.001 -0.222
0.228 0.035 -0.109
-0.320 0.102 0.265
-0.092 0.035 0.187
0.084 0.132 -0.137
-0.135 0.017 -0.311
-0.369 -1.009 0.403
-1.117 -0.676 -0.932
2.300 1.375 0.876
-0.014 -1.095 1.645
-0.406 0.068 0.028
0.346 0.972 -0.606
0.480 -0.063 0.069
0.338 0.047 -0.171
0.262 -0.155 -0.255
0.251 0.429 -0.087
-0.200 0.382 -0.094
0.072 -0.224 -0.110
0.327 -0.028 0.153
-0.074 -0.385 -0.223
-0.142 -0.019 0.051
-0.242 0.368 -0.110
0.035 -0.158 -0.228
-0.144 0.120 0.140
-0.453 0.393 -0.011
-0.090 -0.198 -0.109
0.155 -0.031 -0.201
-0.116 0.342 0.112
-0.094 0.370 -0.465
0.176 -0.085 0.142
0.149 -0.176 -0.059
-0.143 -0.483 -0.028
-0.048 -0.285 0.231
-0.013 -0.207 0.311
-0.456 0.226 -0.051
-0.046 0.331 1.144
0.249 0.031 -1.343
-0.084 -0.248 -0.959
0.065 0.374 0.080
0.385 -0.280 0.249
0.229 -0.494 0.245
0.944 0.918 1.103
0.168 0.594 -0.331
0.417 0.163 -0.090
-0.059 0.563 -0.066
-0.016 -0.307 -0.087
-1.203 -0.754 0.763
-0.687 1.843 -2.493
-2.021 -0.948 1.025
2.197 -0.348 0.670
0.151 0.077 0.199
-0.213 -0.463 0.397
-0.151 -0.328 -0.205
0.041 -0.904 -0.538

Results of the Löwdin charge analysis, in e, for atoms 1 through 5:
1. Al -0.3579
2. P 0.9223
3. C -0.5288
4. C -0.5487
5. C -0.5332